Entry 1:
{
  "formula": "C7H13NOS",
  "method": "ωB97M-V/def2-TZVPD",
  "species": ["C", "C", "N", "O", "C", "S", "C", "C", "C", "C", "H", "H", "H", "H", "H", "H", "H", "H", "H", "H", "H", "H", "H"],
  "coordinates": [[-1.363922, -3.074026, 0.970292], [-0.321825, -2.030092, 0.680583], [0.551456, -1.674213, 1.499853], [1.220941, -0.621369, 1.163128], [0.558432, -0.025208, -0.296198], [1.891848, -0.062772, -1.473929], [0.089930, 1.433516, 0.101138], [1.371023, 2.198673, 0.651260], [-0.581274, 2.258249, -1.068995], [-0.474920, -1.105017, -0.587064], [-1.822131, -3.367781, 0.035183], [-2.199318, -2.482726, 1.579877], [-0.951874, -3.875214, 1.551635], [1.920172, -1.467351, -1.700218], [-0.727049, 1.415099, 0.864586], [2.079608, 2.393713, -0.201055], [1.842579, 1.585532, 1.364865], [0.989273, 3.168514, 1.013472], [0.005492, 3.070897, -1.450792], [-1.351612, 2.955459, -0.600901], [-0.958123, 1.755359, -1.953335], [-0.245661, -1.838775, -1.384405], [-1.523047, -0.610467, -0.758978]],
  "forces_ev_per_angstrom": [[-1.1981, 2.4494, 0.8809], [-2.3554, 0.5673, -1.0968], [-0.1417, -1.6196, 1.0095], [0.2755, 2.7581, -2.4080], [0.2452, -0.6010, 1.5524], [0.4460, -1.0807, -0.4544], [0.6514, 0.1034, -0.9819], [-1.7963, 0.5862, -2.2165], [-0.6352, 1.2658, 1.3778], [-1.0460, -0.0272, 1.2329], [-0.0808, -0.4887, -0.0403], [1.5400, -1.5432, -1.1050], [-0.0965, -0.4879, 0.2233], [-0.1766, 1.7846, 0.4147], [1.0438, -0.6891, -0.2352], [-0.6843, -0.1598, 0.7989], [0.5795, -0.3122, 1.1208], [0.5600, -0.3878, 0.1906], [1.3468, -0.0250, -0.3610], [0.1776, -1.4562, -0.5258], [-0.2987, -0.4471, 0.2855], [-0.1117, 1.0619, -0.1801], [1.7555, -1.2513, 0.5178]],
  "de_lowest_ev": 2.8107,
  "total_charge": 0,
  "smiles": "CC1=NO[C@](S)(C(C)C)C1",
  "e_homo_ev": -8.793
}



Entry 2:
{
  "formula": "C4H6O",
  "method": "ωB97M-V/def2-TZVPD",
  "species": ["C", "C", "C", "C", "O", "H", "H", "H", "H", "H", "H"],
  "coordinates": [[0.660152, -1.139082, 0.045757], [1.933470, -0.688504, 0.842290], [-0.868561, -0.599072, -0.203812], [-1.012772, 0.889903, 0.098963], [-1.658509, -1.434942, -0.526463], [1.353944, -1.105994, -0.863031], [0.431993, -2.273789, 0.263744], [1.939970, 0.362710, 1.072168], [-1.716819, 1.472634, -0.520528], [-0.011196, 1.307222, -0.012483], [-1.349279, 0.869808, 1.186808]],
  "forces_ev_per_angstrom": [[0.7951, -1.5754, 1.6749], [-2.4468, -1.8124, -1.1104], [2.5512, 0.4099, 0.1542], [-0.7212, -0.6899, 0.5627], [-0.3788, 0.5675, 0.0404], [-0.8158, -0.0909, 0.0905], [0.9380, 1.9580, -0.7385], [-0.3347, 1.1310, -0.1592], [0.0924, -0.5979, 0.3505], [-0.1848, 0.2088, 0.3601], [0.5055, 0.4913, -1.2251]],
  "de_lowest_ev": 4.3037,
  "total_charge": 0,
  "e_homo_ev": -8.784
}



no.,Kohn-Sham gap (eV)
1,9.38
2,8.27